Computed, not measured: 2 unconnected molecules or ions with the total composition C7H4F2O2, with the ωB97M-V functional and the def2-TZVPD basis.

Structure (XYZ):
```
15
C7H4F2O2 the ωB97M-V functional and the def2-TZVPD basis
O -2.33795 0.85398 2.48002
C -1.40570 0.78330 1.80851
C -0.33860 0.66676 1.05780
C 0.27123 1.61034 0.13358
C 1.33719 1.00601 -0.44176
C 1.47174 -0.33202 0.05486
C 0.47146 -0.53588 0.94052
F 0.20105 -1.64767 1.64079
H -0.09780 2.60249 -0.02384
H 1.98991 1.43685 -1.17621
H 2.22702 -1.04013 -0.22520
O -1.38225 -0.19708 -1.62662
C -1.00504 -1.30286 -1.50650
F -0.09677 -1.83842 -2.33830
H -1.30549 -2.06565 -0.77763
```

Computed properties:
Structure (SMILES) ... O=C=C1C=CC=C1F.O=CF
Max |F| ... 0.025 hartree/bohr
HOMO level ... -0.3196 hartree

Atom charges from the natural (NBO) analysis, given in e for atoms 1 to 5: -0.3902, 0.8373, -0.4572, -0.1876, -0.2243

***

Computed, not measured: a molecular structure, C7H4F6IN2O5OsS3, with the ωB97M-V functional and the def2-TZVPD basis.

Structure (XYZ):
```
29
C7H4F6IN2O5OsS3 the ωB97M-V functional and the def2-TZVPD basis
Os -0.56502 -0.86478 -0.35355
O -1.28485 1.15977 -0.63350
N -2.35699 1.48666 0.07953
C -3.12268 2.49217 -0.39812
C -4.22085 2.92043 0.29112
C -4.54595 2.29793 1.49841
C -3.75971 1.27216 1.96173
C -2.63550 0.85014 1.24281
S -1.59951 -0.41337 1.80434
H -2.78195 2.89905 -1.33724
H -4.81482 3.72653 -0.11215
H -5.41161 2.61462 2.06324
H -3.98280 0.76056 2.88634
F 3.68126 -3.60604 1.59267
C 3.11485 -3.70203 0.40052
F 4.04576 -3.83284 -0.53168
F 2.30565 -4.75296 0.37329
S 2.10238 -2.20438 0.06092
O 1.11075 -2.11022 1.13117
O 1.48852 -2.37110 -1.24428
N 3.21420 -1.10628 0.13976
S 2.80775 0.37102 -0.23115
O 1.35870 0.50214 -0.44099
O 3.44424 1.34291 0.58389
C 3.50755 0.58858 -1.92198
F 4.82398 0.42695 -1.88207
F 2.97894 -0.29962 -2.75423
F 3.22674 1.81404 -2.35306
I -2.12903 -2.26202 -1.91574
```

Computed properties:
Spin multiplicity ... 6
Max |F| ... 0.004 hartree/bohr
HOMO level (alpha / beta) ... -0.3139 / -0.3421 hartree

Atom charges from the natural (NBO) analysis, given in e for atoms 1 to 5: 1.3787, -0.5951, 0.0115, 0.0406, -0.2462

***

Computed, not measured: a molecular structure, C7H4MnN2O4, with the ωB97M-V functional and the def2-TZVPD basis.

Structure (XYZ):
```
18
C7H4MnN2O4 the ωB97M-V functional and the def2-TZVPD basis
O -0.07175 1.40518 -2.65982
C 0.26473 1.01840 -1.60655
Mn 0.85984 1.17788 0.32031
O -1.13211 -3.96241 -1.53268
C -1.03607 -2.80107 -1.38288
C -1.29022 1.32341 0.25625
O -2.34052 1.81408 0.31555
C 0.13437 -0.13188 1.60932
O -0.34211 -0.50107 2.61006
N 4.15412 -0.62110 0.88717
C 4.33954 -0.18242 -0.42631
C 3.12700 0.09119 -0.98349
N 2.25098 -0.05632 0.04551
C 2.86181 -0.61392 1.13976
H 4.82039 -0.92757 1.56324
H 5.29641 -0.10764 -0.89050
H 2.75854 0.50512 -1.99467
H 2.31763 -0.87733 2.11284
```

Computed properties:
Spin multiplicity ... 5
Max |F| ... 0.174 hartree/bohr
Total charge ... +3
HOMO level (alpha / beta) ... -0.8132 / -0.8128 hartree

Atom charges from the natural (NBO) analysis, given in e for atoms 1 to 5: -0.1661, 0.4370, 1.4662, -0.4014, 0.4194

***

Computed, not measured: C7H4N2O2S in the gas phase, with the ωB97M-V functional and the def2-TZVPD basis.

Structure (XYZ):
```
16
C7H4N2O2S the ωB97M-V functional and the def2-TZVPD basis
O 4.23409 1.38655 0.50495
C 3.28816 0.61744 0.25162
O 2.01209 0.89179 0.30561
C 1.20963 -0.24839 -0.05885
C -0.23882 -0.04833 -0.03097
C -1.00640 -1.16414 0.44101
C -2.36981 -0.93404 0.46673
N -2.99086 0.09140 0.00875
C -2.22259 1.06209 -0.53059
C -0.87031 1.06182 -0.49753
N 1.80720 -1.30382 -0.43199
S 3.53081 -1.04642 -0.41121
H -0.43330 -2.09333 0.85463
H -2.97978 -1.88944 1.04076
H -2.76969 2.01488 -1.00221
H -0.20042 1.60195 -0.91072
```

Computed properties:
Structure (SMILES) ... O=c1oc(-c2ccncc2)ns1
Max |F| ... 0.134 hartree/bohr
HOMO level ... -0.3620 hartree

Atom charges from the natural (NBO) analysis, given in e for atoms 1 to 5: -0.5669, 0.5948, -0.4627, 0.4975, -0.0650

***

Computed, not measured: 2 unconnected molecules or ions with the total composition C7H5Cl2O2P, with the ωB97M-V functional and the def2-TZVPD basis.

Structure (XYZ):
```
17
C7H5Cl2O2P the ωB97M-V functional and the def2-TZVPD basis
O 0.45264 1.05974 1.79764
C -0.11174 0.51789 0.86326
C -0.92255 1.26296 -0.05693
C -1.72489 0.54750 -0.99701
C -1.60281 -0.82134 -1.18956
C -0.66191 -1.55891 -0.45529
C 0.06497 -1.00254 0.60938
C 1.10512 -1.46937 1.28052
Cl 1.58123 -3.19994 1.44588
H -1.19910 2.30477 0.10377
H -2.35430 1.06294 -1.72240
H -2.16093 -1.17839 -2.04724
H -0.47799 -2.56981 -0.74204
H 1.49231 -0.80615 2.07331
O 1.52643 1.14389 -1.16243
P 1.77923 2.46407 -0.60968
Cl 3.21428 2.24270 0.80881
```

Computed properties:
Structure (SMILES) ... O=C1C=CC=C/C1=C\Cl.O=PCl
Max |F| ... 0.096 hartree/bohr
HOMO level (alpha / beta) ... -0.3129 / -0.3129 hartree

Atom charges from the natural (NBO) analysis, given in e for atoms 1 to 5: -0.5928, 0.5128, -0.3218, -0.1244, -0.2422

***

Computed, not measured: a molecular structure, C7H5Cl2O3S, with the ωB97M-V functional and the def2-TZVPD basis.

Structure (XYZ):
```
18
C7H5Cl2O3S the ωB97M-V functional and the def2-TZVPD basis
C 1.70813 0.12217 1.00288
C 2.76137 -0.70766 1.16329
C 1.65516 -1.00738 -1.01231
C 1.06082 -0.04101 -0.25547
C -2.95837 0.45786 -0.32749
C -0.13482 0.69085 -0.64986
C -1.66552 -0.33657 0.13671
O -3.88775 -0.21970 -0.73143
O -2.83266 1.68909 -0.21416
O -0.26971 1.94691 -0.14682
S 2.99800 -1.72483 -0.21178
Cl -1.42585 -0.30782 1.86108
Cl -1.52532 -1.95810 -0.49226
H 1.37498 0.84019 1.72874
H 3.41935 -0.80525 2.00374
H 1.38858 -1.34583 -1.99226
H -0.40576 0.57806 -1.70462
H -1.26060 2.12903 -0.15799
```

Computed properties:
Max |F| ... 0.069 hartree/bohr
Total charge ... -1
HOMO level ... -0.1703 hartree

Atom charges from the natural (NBO) analysis, given in e for atoms 1 to 5: -0.2254, -0.4227, -0.3889, -0.1314, 0.7334

***

Computed, not measured: C7H5ClF4 in the gas phase, with the ωB97M-V functional and the def2-TZVPD basis.

Structure (XYZ):
```
17
C7H5ClF4 the ωB97M-V functional and the def2-TZVPD basis
F 0.05868 0.71572 1.92828
C -1.13425 0.45996 1.37278
F -1.77461 1.63576 1.29652
F -1.81201 -0.29567 2.23213
C -0.98130 -0.18980 -0.01418
F -2.21772 -0.63791 -0.39584
C -0.44303 0.79433 -1.04022
C 1.03367 1.00172 -0.90548
C 1.84436 0.02671 -0.49759
C 1.34056 -1.27190 -0.10184
C 0.04522 -1.47639 0.12788
Cl -0.68673 -2.93012 0.61663
H -0.98902 1.73475 -0.95955
H -0.65598 0.36848 -2.02915
H 1.41459 1.96750 -1.19799
H 2.91159 0.17480 -0.45338
H 2.04600 -2.07794 0.02100
```

Computed properties:
Structure (SMILES) ... FC(F)(F)[C@@]1(F)CC=CC=C1Cl
Max |F| ... 0.054 hartree/bohr
HOMO level ... -0.3301 hartree

Atom charges from the natural (NBO) analysis, given in e for atoms 1 to 5: -0.3188, 0.9368, -0.3225, -0.3070, 0.2714

***

Computed, not measured: 2 unconnected molecules or ions with the total composition C7H5F3N3, with the ωB97M-V functional and the def2-TZVPD basis.

Structure (XYZ):
```
18
C7H5F3N3 the ωB97M-V functional and the def2-TZVPD basis
C 0.02026 2.12366 0.04259
C -0.03269 -0.12363 0.09119
C 0.48254 -1.38653 0.07101
C 1.84297 -1.52018 0.08110
C 2.69293 -0.40739 -0.00811
C 2.16113 0.88924 -0.04770
C -3.39330 -0.49651 0.01441
N -1.21346 1.76225 -0.00478
N 0.80846 0.96870 0.10540
N -1.24538 0.41780 -0.09330
F -3.07215 -1.47643 0.72477
F -3.61489 -0.69587 -1.24072
F -4.04364 0.46407 0.58434
H 0.18013 3.18730 0.08661
H -0.13514 -2.18704 -0.03388
H 2.08455 -2.59226 0.06269
H 3.65869 -0.72506 -0.14808
H 2.81899 1.79787 -0.28753
```

Computed properties:
Max |F| ... 0.065 hartree/bohr
Total charge ... +1
HOMO level ... -0.4695 hartree

Atom charges from the natural (NBO) analysis, given in e for atoms 1 to 5: 0.1328, 0.3252, -0.2473, -0.1199, -0.2436